(1)
72
Properties=species:S:1:pos:R:3:forces:R:3 method="wB97M-V/def2-TZVPD" homo_ev=-13.986 energy_ha=-2338.966641 max_force_ev_per_a=1.21 de_lowest_ev=2.0558 total_charge=+2
Pb -0.9401 1.8356 0.4516 -0.4 0.7 -0.6
C 2.2484 -3.0319 -0.7990 0.1 0.1 0.1
C 3.6376 -2.4088 -0.6990 0.0 -0.1 -0.1
C 4.3705 -3.0193 0.5040 0.0 0.1 -0.1
C 4.3963 -2.7274 -2.0025 0.0 0.0 0.1
C 3.5786 -0.8948 -0.5443 -0.2 0.1 0.0
C 4.7929 -0.1802 -0.5478 0.0 0.1 0.0
C 4.8462 1.1897 -0.4648 0.1 0.1 -0.1
C 3.6483 1.8816 -0.3425 -0.4 0.0 0.1
S 3.3977 3.5840 -0.1198 -0.2 -0.1 0.0
C 1.7135 3.3140 0.0064 0.3 -0.2 0.0
N 1.3439 2.0628 -0.1378 -0.6 -0.3 0.2
C 2.4231 1.2026 -0.3153 0.5 -0.2 -0.1
C 2.3886 -0.1905 -0.4263 -0.1 0.0 0.0
C 0.7625 4.3578 0.3733 -0.2 0.4 -0.1
C 1.0030 5.7045 0.0921 0.1 -0.2 0.1
C 0.0836 6.6673 0.4732 0.0 0.1 0.0
C -1.0784 6.3075 1.1384 0.0 -0.1 0.1
C -1.3321 4.9682 1.4344 -0.3 0.0 0.0
C -0.4218 4.0243 1.0193 0.0 -1.0 0.0
H 2.3472 -4.1137 -0.8924 0.0 0.0 0.0
H 1.7171 -2.6649 -1.6791 -0.1 0.0 0.0
H 1.6578 -2.8263 0.0920 -0.1 0.0 0.0
H 4.5142 -4.0877 0.3407 0.0 0.0 0.0
H 3.7912 -2.8794 1.4187 0.0 0.0 0.0
H 5.3515 -2.5682 0.6514 0.0 0.0 0.0
H 4.2628 -3.7777 -2.2620 0.0 0.0 0.0
H 5.4656 -2.5429 -1.9055 0.0 0.0 0.0
H 4.0102 -2.1248 -2.8261 0.0 0.0 0.0
H 5.7239 -0.7246 -0.6218 0.0 0.0 0.0
H 5.7873 1.7212 -0.5029 0.0 -0.1 0.1
H 1.4277 -0.6907 -0.3984 0.0 -0.1 -0.1
H 1.9075 5.9791 -0.4370 0.0 0.1 0.0
H 0.2777 7.7098 0.2610 0.0 0.0 -0.1
H -1.7985 7.0574 1.4361 0.1 0.0 0.1
H -2.2270 4.7027 1.9823 0.0 0.0 -0.1
C -5.7542 2.2382 -0.8671 -0.1 0.0 0.0
C -5.3354 1.3376 0.1014 0.2 -0.1 0.0
C -3.9761 1.0889 0.2760 -0.2 0.0 0.1
C -3.1026 1.7892 -0.5229 0.9 -0.3 0.8
C -3.4666 2.6672 -1.5121 0.2 0.3 -0.1
C -4.8351 2.8838 -1.6796 0.1 -0.1 0.0
H -6.8106 2.4312 -0.9963 0.0 0.0 0.0
H -6.0421 0.8145 0.7311 -0.1 0.0 0.0
H -3.6491 0.3607 1.0085 0.0 0.1 0.1
H -2.7560 3.1761 -2.1499 0.0 0.0 0.1
H -5.1607 3.5593 -2.4589 0.0 0.0 0.0
C -2.2587 -4.5646 1.2596 0.1 0.2 -0.1
C -0.9733 -4.1893 0.5485 -0.2 -0.4 0.2
O -0.7443 -2.7630 0.4521 0.0 0.4 0.0
P -1.8263 -1.5954 0.5723 0.0 -0.5 -0.4
O -0.9077 -0.4780 1.4548 0.2 0.9 -0.2
C -0.3893 -0.8944 2.7492 0.0 -0.1 0.6
C -1.4666 -0.9017 3.8166 0.0 0.1 -0.3
O -1.5200 -0.7224 -0.7651 0.3 0.1 0.2
C -2.0379 -1.1105 -2.0572 -0.1 -0.1 -0.3
C -1.0069 -1.8758 -2.8609 0.0 0.1 0.2
H -2.3070 -5.6457 1.3784 0.0 0.0 0.0
H -3.1320 -4.2457 0.6902 -0.1 0.0 0.1
H -2.2979 -4.1143 2.2533 0.0 0.0 0.0
H -0.9673 -4.5925 -0.4649 0.1 0.1 0.0
H -0.1110 -4.5865 1.0826 0.0 0.1 -0.1
H 0.4127 -0.2006 2.9997 0.0 0.0 -0.1
H 0.0462 -1.8876 2.6355 0.1 0.1 -0.1
H -1.8982 0.0919 3.9451 0.0 0.0 0.0
H -1.0385 -1.2146 4.7677 0.0 0.0 0.0
H -2.2609 -1.5996 3.5494 0.0 0.0 0.1
H -2.3047 -0.1770 -2.5539 -0.1 0.0 0.0
H -2.9482 -1.7029 -1.9292 0.0 0.1 0.1
H -0.0757 -1.3116 -2.9185 0.0 0.0 0.0
H -1.3774 -2.0346 -3.8729 0.0 0.0 0.0
H -0.7991 -2.8467 -2.4130 0.0 0.0 0.0

---

(2)
81
Properties=species:S:1:pos:R:3:forces:R:3 method="wB97M-V/def2-TZVPD" homo_ev=-6.779 energy_ha=-1951.070247 max_force_ev_per_a=1.02 de_lowest_ev=1.3079
Ba -1.4043 0.2390 0.6561 0.3 -0.4 -0.1
C -3.3607 -1.5775 -3.1769 0.0 0.0 0.0
C -2.6086 -1.7806 -2.0134 -0.1 0.0 0.0
N -2.9676 -0.9253 -1.0642 -0.6 -0.3 -0.5
N -3.9443 -0.1527 -1.5862 0.0 0.0 0.0
C -4.1983 -0.5302 -2.8521 0.0 0.0 0.0
B -4.6380 1.0085 -0.8189 -0.1 0.0 -0.1
N -3.8041 2.3183 -0.8842 0.1 0.0 0.0
C -4.1481 3.4553 -1.5152 0.0 -0.1 0.0
C -3.1142 4.3601 -1.3832 0.0 0.0 0.0
C -2.1553 3.6648 -0.6350 0.0 0.0 0.0
N -2.5769 2.4413 -0.3410 -0.3 0.5 -0.2
N -4.9355 0.6209 0.6449 0.0 0.1 0.0
C -6.1623 0.4218 1.1603 0.0 0.0 0.0
C -6.0355 0.1432 2.5038 0.0 0.0 0.0
C -4.6550 0.1979 2.7272 0.0 0.0 0.0
N -3.9969 0.4861 1.6107 -0.2 0.0 -0.1
H -3.3142 -2.1183 -4.1064 0.0 0.0 0.0
H -1.8278 -2.5010 -1.8173 0.0 0.0 0.0
H -4.9659 -0.0345 -3.4242 0.0 0.0 0.0
H -5.6820 1.2311 -1.3741 0.0 0.0 0.0
H -5.1055 3.5369 -2.0031 0.0 0.0 0.0
H -3.0712 5.3683 -1.7576 0.0 0.0 0.0
H -1.1844 3.9937 -0.2935 0.0 0.0 0.0
H -7.0334 0.4960 0.5306 0.0 0.0 0.0
H -6.8178 -0.0673 3.2118 0.0 0.0 0.0
H -4.1106 0.0401 3.6458 0.0 0.0 0.0
C -0.5586 2.6335 -4.2443 0.0 0.0 0.0
N 0.5867 2.1597 -3.4787 0.0 0.0 0.0
C 1.8712 2.7212 -3.8577 0.0 0.0 0.0
C 0.3659 1.3432 -2.4252 0.0 0.0 0.0
O -0.7464 0.9147 -2.1513 0.1 -0.1 0.2
C 1.5190 0.9322 -1.5173 -0.1 0.1 0.0
O 1.1334 1.3411 -0.2125 0.1 -0.1 0.1
C 2.0183 0.8473 0.7774 0.1 0.1 0.0
C 1.4204 1.1724 2.1309 -0.2 0.0 0.1
O 0.2120 1.4010 2.2183 0.7 0.5 0.6
N 2.2401 1.1554 3.1893 0.1 -0.1 -0.1
C 1.6991 1.3432 4.5275 0.0 0.0 0.0
C 3.6432 0.7749 3.0699 0.0 0.0 0.0
H -0.6227 3.7222 -4.1815 0.0 0.0 0.0
H -1.4643 2.2001 -3.8330 0.0 0.0 0.0
H -0.4549 2.3454 -5.2921 0.0 0.0 0.0
H 2.0499 3.6889 -3.3806 0.0 0.0 0.0
H 1.8745 2.8709 -4.9367 0.0 0.0 0.0
H 2.6921 2.0498 -3.6257 0.0 0.0 0.0
H 2.4850 1.3729 -1.7677 0.0 0.0 0.0
H 1.5893 -0.1581 -1.5549 0.0 -0.1 0.0
H 3.0131 1.2883 0.6593 0.0 0.0 0.0
H 2.0970 -0.2469 0.7002 0.1 0.0 0.0
H 0.6694 1.6731 4.4481 0.0 0.0 0.0
H 2.2846 2.0948 5.0576 0.0 0.0 0.0
H 1.7311 0.4044 5.0832 0.0 0.0 0.0
H 3.7618 -0.1591 2.5176 0.0 0.0 0.0
H 4.0397 0.6213 4.0700 0.0 0.0 0.0
H 4.2343 1.5564 2.5887 0.0 0.0 0.0
C 2.3751 -2.8502 -1.1378 -0.1 0.0 0.0
N 1.3597 -2.3588 -0.1952 0.2 0.0 0.1
C 1.1038 -3.1880 0.7560 -0.1 0.0 0.0
C 0.1810 -3.0230 1.8323 0.0 0.1 0.1
C -0.1229 -4.0073 2.7855 0.0 0.0 -0.1
C -1.1394 -3.4802 3.5807 0.0 0.0 0.1
C -1.3823 -2.1979 3.0751 0.1 0.0 0.0
N -0.5894 -1.9056 2.0282 0.1 -0.3 0.1
C 3.7811 -2.5652 -0.6627 0.0 0.1 0.0
C 4.5220 -3.5317 0.0089 0.0 0.0 0.1
C 5.7859 -3.2429 0.5080 0.0 0.0 0.0
C 6.3323 -1.9802 0.3360 0.0 0.0 0.0
C 5.6109 -1.0108 -0.3496 0.0 0.0 0.0
C 4.3498 -1.3060 -0.8439 0.0 0.0 0.0
H 2.2219 -2.3719 -2.1084 0.0 0.0 0.0
H 2.2584 -3.9273 -1.3000 0.0 0.0 0.0
H 1.6003 -4.1683 0.7644 0.0 0.0 0.0
H 0.3327 -4.9846 2.8588 0.0 0.0 0.0
H -1.6430 -3.9532 4.4095 0.0 0.0 0.0
H -2.1105 -1.4803 3.4390 0.0 0.0 0.0
H 4.1039 -4.5222 0.1450 0.0 0.0 0.0
H 6.3457 -4.0089 1.0297 0.0 0.0 0.0
H 7.3184 -1.7552 0.7216 0.0 0.0 0.0
H 6.0392 -0.0280 -0.5086 0.0 0.0 0.0
H 3.7993 -0.5524 -1.3960 0.0 0.0 0.0

---

(3)
89
Properties=species:S:1:pos:R:3:forces:R:3 method="wB97M-V/def2-TZVPD" homo_ev=-7.081 energy_ha=-10954.807963 max_force_ev_per_a=3.29 total_charge=+1
O 0.0117 -9.4845 -2.7026 0.9 -1.2 0.1
C -0.8501 -8.7355 -2.4921 -0.7 2.0 -0.9
O -2.0152 -9.1812 -1.7816 -0.6 1.8 -0.2
C -3.0853 -8.3181 -1.9789 -2.0 0.7 -0.8
C -3.8931 -8.5169 -3.1920 -1.4 2.4 1.5
C -5.0117 -7.5642 -3.4041 1.6 0.5 2.6
C -5.2317 -6.5144 -2.4202 0.2 -1.3 -1.2
N -4.4588 -6.3941 -1.2698 0.7 -1.6 -1.3
C -3.4109 -7.2569 -1.0288 1.1 -2.2 -1.5
C -0.8301 -7.2341 -2.9377 0.0 1.6 0.9
C -1.2163 -6.7652 -4.2537 0.5 1.5 0.8
C -1.1709 -5.3256 -4.5932 0.8 -1.1 2.5
C -0.7695 -4.3690 -3.5684 -0.1 -1.9 0.5
C -0.4088 -4.8558 -2.2315 -0.3 -1.7 -0.6
C -0.4075 -6.2835 -1.8791 -0.9 1.0 -3.0
H -3.7259 -9.3176 -3.9409 0.1 0.6 0.8
H -5.7004 -7.5982 -4.2723 0.7 -0.1 0.7
H -6.0360 -5.7651 -2.5604 0.7 -0.6 0.2
H -4.6411 -5.6662 -0.5836 -0.2 -1.0 -0.7
H -2.7368 -7.1994 -0.1391 -1.0 0.4 -0.7
H -1.5541 -7.4694 -5.0492 0.4 0.5 0.8
H -1.4474 -5.0032 -5.6439 1.0 -0.7 2.0
H -0.7118 -3.2647 -3.7435 -0.2 -1.1 0.0
H -0.1157 -4.1538 -1.4143 -0.2 -0.5 -1.1
H -0.1009 -6.6425 -0.8655 -0.3 0.4 -1.1
Br 1.4530 -0.4990 -2.1544 -0.1 -0.1 -0.1
C 2.2093 -0.6233 -0.3605 0.1 0.1 0.0
C 2.4220 -2.0562 0.0367 0.1 -0.1 0.1
Br 0.7423 -2.9140 0.5369 0.0 0.1 0.2
H 1.5405 -0.0864 0.3040 0.0 -0.1 -0.1
H 3.1589 -0.0950 -0.4147 -0.1 0.0 0.0
H 3.0472 -2.1185 0.9262 -0.1 0.1 0.0
H 2.8622 -2.6593 -0.7541 0.0 0.1 0.0
C 2.5300 2.2055 2.2686 -0.2 -0.2 -0.2
O 3.1700 2.8100 3.1258 0.0 0.0 0.0
O 1.6443 2.7198 1.5342 0.0 0.3 0.1
O 2.6644 0.9808 1.9931 0.3 -0.1 0.2
C -2.2767 0.7454 -5.6711 0.0 0.2 -0.1
C -2.4212 0.0178 -4.3496 0.2 0.6 0.5
C -2.7179 0.9780 -3.2119 0.0 0.0 -0.1
O -1.2100 -0.6952 -4.0740 0.2 -0.5 -0.9
H -1.4443 1.4607 -5.6361 -0.1 0.2 0.2
H -2.0548 0.0306 -6.4672 -1.1 -0.1 0.0
H -3.1860 1.2858 -5.9329 0.1 0.0 -0.1
H -3.2223 -0.7204 -4.4250 0.2 -0.1 0.0
H -1.9050 1.7000 -3.0891 0.0 0.0 -0.1
H -2.8060 0.4376 -2.2686 -0.1 0.0 -0.1
H -3.6452 1.5248 -3.3881 0.1 -0.1 0.1
H -0.4948 -0.0493 -4.0022 -0.1 0.1 0.6
C -6.7459 -0.4948 0.5004 -0.4 0.3 -0.2
C -6.3991 -0.0828 -0.7139 -0.6 -0.2 0.0
C -5.7648 1.2443 -0.9357 0.1 0.6 0.7
O -5.4454 1.5695 -2.0721 -0.2 -0.4 -0.3
C -5.5548 2.1092 0.2202 -0.2 -0.2 -0.6
C -5.9056 1.7028 1.4479 0.3 0.9 0.1
C -6.5134 0.3585 1.6765 -0.2 -0.7 0.4
O -6.8111 0.0134 2.8019 -0.5 0.5 0.0
O -5.7287 2.4814 2.5223 -0.3 -0.8 -0.3
O -6.6050 -0.8585 -1.8148 0.4 0.2 0.0
H -7.2069 -1.4581 0.6727 0.0 0.0 0.1
H -5.1107 3.0781 0.0400 0.0 0.0 0.0
H -6.0585 1.9604 3.2786 0.1 0.1 0.1
H -6.2670 -0.3334 -2.5633 -0.1 0.1 0.1
Na -4.4949 -3.8711 0.3523 0.2 2.1 0.9
O 4.5853 6.6008 4.2587 0.2 0.2 0.1
S 5.4815 6.0011 5.2032 0.4 -0.7 -0.1
O 5.9616 6.7192 6.3428 -0.2 0.2 -0.2
O 6.7330 5.3803 4.4140 -0.6 -0.2 0.2
C 7.4638 6.2289 3.5158 0.7 0.6 -0.4
C 8.4190 7.1425 4.2582 -0.3 0.0 0.2
C 4.7933 4.4692 5.7498 0.1 -0.2 -0.1
H 6.7803 6.8013 2.8836 -0.2 -0.1 0.2
H 8.0337 5.5692 2.8586 -0.2 -0.3 0.1
H 7.8778 7.8810 4.8469 0.1 0.0 -0.1
H 9.0631 7.6764 3.5583 0.0 0.0 0.0
H 9.0414 6.5717 4.9496 0.0 0.0 -0.1
H 4.4867 3.8923 4.8804 0.0 0.1 0.0
H 3.9303 4.6935 6.3744 0.1 0.1 0.0
H 5.5429 3.9330 6.3283 0.0 0.1 0.0
C 7.9553 10.7585 7.4770 -0.8 0.6 0.8
C 9.0624 9.9763 6.7539 1.2 -0.8 -0.7
O 9.9520 9.5114 7.4881 -0.3 0.2 0.3
O 8.9292 9.9052 5.5178 -0.4 0.3 0.1
H 8.1284 10.7842 8.5522 0.1 -0.1 -0.1
H 7.9261 11.7830 7.1045 0.1 -0.1 -0.2
H 6.9904 10.2853 7.2908 0.1 0.0 -0.2
Mg -2.6825 -4.2784 -6.9974 -0.8 0.6 -1.0
Br -4.0463 -0.7455 1.5666 1.3 -1.7 -0.3
Na -0.3137 -0.3447 -6.9861 0.7 -0.3 0.0